{"formula": "C27H45ClF3N7O4PS", "method": "the ωB97M-V functional and the def2-TZVPD basis", "elements": ["Cl", "S", "P", "F", "F", "F", "O", "O", "O", "O", "N", "N", "N", "N", "N", "N", "N", "C", "C", "C", "C", "C", "C", "C", "C", "C", "C", "C", "C", "C", "C", "C", "C", "C", "C", "C", "C", "C", "C", "C", "C", "C", "C", "C", "H", "H", "H", "H", "H", "H", "H", "H", "H", "H", "H", "H", "H", "H", "H", "H", "H", "H", "H", "H", "H", "H", "H", "H", "H", "H", "H", "H", "H", "H", "H", "H", "H", "H", "H", "H", "H", "H", "H", "H", "H", "H", "H", "H", "H"], "positions_angstrom": [[-1.50213, -0.36172, 3.43633], [4.37821, 1.24356, 3.21136], [-0.09551, 1.23378, 3.16623], [-2.21431, -2.12124, -3.34290], [-2.83882, 0.13225, -4.20797], [-3.23651, -0.48899, -1.92958], [0.03689, 1.96973, 4.74545], [5.56502, 2.20767, 2.90854], [-3.02907, -4.47162, 0.33867], [4.88241, -0.19173, 2.91562], [1.23786, -0.15667, 1.30391], [2.66640, 1.64447, 0.84540], [0.86139, 2.30709, -1.59765], [1.44415, 3.88881, 1.74208], [0.60924, 1.22766, -0.76950], [1.90589, -0.54330, 3.70387], [4.45496, 1.39761, -0.95939], [-4.05640, -5.39441, -5.34525], [-1.73818, -5.71766, -4.74642], [-3.00521, -7.54047, -5.69905], [-2.86248, -4.89623, -4.82438], [-1.80872, -7.03963, -5.18683], [-2.08182, -4.68590, 1.45903], [-2.11164, 7.34061, 1.34561], [-0.75330, -0.04356, -2.66890], [2.77920, 1.66464, 2.34194], [-1.72847, 6.01475, 1.14539], [4.15993, 1.32172, 5.10938], [-1.42649, 5.56156, -0.13843], [1.45022, 0.98369, 0.28371], [0.06225, -2.94354, 1.41227], [-3.14791, -3.02879, 0.02775], [-4.12839, -6.71791, -5.78047], [-0.62330, 0.38290, -1.08806], [1.38587, -2.67370, 0.48155], [2.16009, -1.24358, 0.80405], [-2.25997, -0.65216, -3.06483], [-1.51192, 6.43382, -1.22383], [-0.52247, -4.43687, 0.96951], [2.42277, 3.22933, 2.70020], [-1.90409, 7.75729, -1.02489], [-2.20245, 8.21154, 0.25945], [1.61677, 0.49934, 2.64975], [3.68530, 2.29765, -0.01834], [1.06588, -2.73749, -0.64356], [-0.93188, -7.67885, -5.12975], [-2.21370, -2.73159, -0.64627], [-4.93054, -4.75257, -5.41094], [-2.50577, 9.24354, 0.41463], [2.60084, -0.87523, -0.23444], [-0.01759, -0.97230, -2.81833], [-4.12632, -2.76868, -0.59685], [-0.02794, 2.61337, -2.09379], [3.07178, -1.46688, 1.51475], [-2.34037, 7.69516, 2.34695], [-3.06218, -8.57255, -6.03587], [1.87848, 4.66909, 1.19967], [-1.55249, 1.06385, -0.77707], [-0.90471, 2.23591, 5.01728], [1.48285, 1.99953, -2.40141], [4.50457, 2.87864, 0.62666], [-2.34358, -3.99159, 2.39033], [-1.27422, 6.08175, -2.22379], [4.28969, 1.64458, -1.96371], [1.21788, -1.32549, 3.60949], [3.44719, 3.82524, 2.59088], [0.28946, -2.99641, 2.55936], [-2.80779, -3.86652, -4.47962], [-1.12460, 4.52907, -0.29362], [4.30092, 0.38081, -0.76756], [2.16087, -3.53021, 0.67477], [5.09979, 1.75472, 5.65444], [-0.80246, -2.15704, 1.27098], [3.99883, 0.22522, 5.53238], [0.56304, 4.18301, 2.23015], [-5.05975, -7.10760, -6.18290], [2.09757, 3.28084, 3.82321], [3.19594, 3.14566, -0.70007], [-2.23700, -5.79661, 1.84284], [-0.51344, 0.83524, -3.41289], [3.21047, 1.95259, 5.41760], [-0.71455, -0.58691, -0.42073], [-0.80720, -5.32860, -4.34267], [0.16394, -5.23007, 1.53725], [-1.97649, 8.43572, -1.87143], [-0.35541, -4.57625, -0.18292], [-3.08190, -2.42013, 1.02996], [-1.66433, 5.33422, 1.99077], [1.76096, -0.13998, 4.66550]], "forces_ev_per_angstrom": [[1.40, 0.44, 0.26], [8.23, -2.72, -0.23], [-1.69, 2.35, -0.30], [-0.24, 5.32, 0.68], [1.92, -3.13, 3.75], [3.07, -0.54, -3.69], [-1.06, -1.36, -1.40], [-4.91, -1.76, 0.63], [0.65, 1.77, 1.41], [-2.89, 4.10, 0.53], [0.49, 2.46, -0.99], [-1.03, -1.07, -2.81], [0.22, 0.70, -2.56], [0.29, -0.39, 1.38], [1.34, -2.12, 2.18], [-0.13, 0.36, -0.34], [-1.58, -0.16, 0.22], [0.16, -0.15, 0.01], [-0.21, -0.11, -0.09], [0.02, 0.15, 0.04], [0.00, -0.11, -0.05], [-0.13, 0.13, 0.02], [0.32, -0.35, -0.05], [0.04, -0.04, -0.15], [0.25, -1.25, -0.09], [-3.42, 0.36, -1.17], [0.05, 0.11, -0.15], [-1.52, -0.35, 1.63], [-0.05, 0.24, -0.01], [1.52, -0.03, 3.71], [-0.47, -0.99, -0.58], [0.77, 0.17, -0.40], [0.15, 0.09, 0.08], [-2.40, -0.48, 0.51], [-0.27, 0.30, 0.75], [1.09, -1.94, -1.24], [-1.70, 0.12, 0.46], [-0.04, 0.03, 0.21], [0.59, 0.04, 1.19], [0.96, 1.33, 0.64], [0.02, -0.09, 0.10], [0.06, -0.20, -0.01], [-0.70, -1.02, 1.44], [1.31, 2.63, -1.45], [0.56, 0.22, 2.07], [-0.13, 0.08, 0.00], [-1.84, -0.43, 1.31], [0.11, -0.09, 0.01], [0.05, -0.17, -0.03], [-0.66, -0.81, 2.15], [-1.57, 2.20, -0.01], [2.10, -0.94, 1.57], [1.21, -0.51, 1.32], [-1.88, 0.86, -1.17], [0.02, -0.05, -0.15], [0.01, 0.17, 0.05], [-0.67, -0.95, 1.02], [2.03, -1.39, -0.75], [1.89, -0.56, -0.61], [-0.75, 0.35, 1.28], [-2.09, -1.57, -0.80], [0.54, -1.19, -2.00], [-0.05, 0.07, 0.11], [0.07, -0.57, 1.47], [0.71, 0.98, -0.02], [-2.00, -1.53, 0.48], [-0.20, 0.23, -2.13], [-0.06, -0.30, -0.14], [-0.01, 0.08, 0.05], [0.34, 1.38, -0.32], [-1.48, 1.61, -0.43], [-1.60, -0.59, -1.78], [1.97, -1.38, 0.15], [0.35, 2.22, -1.40], [1.43, -0.22, -0.80], [0.15, 0.06, 0.06], [0.48, 0.03, -2.15], [0.80, -1.82, 1.67], [0.33, 2.33, -1.14], [-0.60, -1.94, 1.47], [1.93, -1.12, -0.75], [0.61, 2.14, -1.25], [-0.11, -0.05, -0.05], [-1.47, 1.61, -1.37], [0.02, -0.12, 0.15], [-0.70, 0.13, 2.20], [-0.38, -0.95, -1.91], [-0.06, 0.08, -0.08], [0.12, -0.41, -1.40]], "mulliken_charge": [-0.272, 1.544, 0.204, -0.207, -0.268, -0.260, -0.498, -0.677, -0.429, -0.668, 0.512, 0.927, -0.880, -0.151, 0.944, -0.528, -0.487, -0.603, -0.428, -0.444, 0.045, -0.375, -0.466, -0.418, -0.630, 0.293, -0.501, -0.885, 0.029, -1.400, 0.441, -0.122, -0.323, -0.168, -0.619, -0.257, 0.842, -0.405, -0.657, -1.286, -0.379, -0.447, -0.239, -0.762, 0.197, 0.355, -0.135, 0.360, 0.365, -0.017, 0.301, 0.271, 0.317, 0.347, 0.368, 0.354, 0.252, 0.350, 0.368, 0.291, 0.299, 0.240, 0.326, 0.301, 0.290, 0.462, 0.102, 0.380, 0.301, 0.302, 0.435, 0.366, -0.333, 0.331, 0.127, 0.361, 0.410, 0.397, 0.280, 0.334, 0.244, -0.334, 0.346, 0.418, 0.366, 0.296, 0.175, 0.395, 0.399], "total_charge": 1, "spin_multiplicity": 1, "e_tot_ev": -88130.758}